[1]
The following is a quantum chemistry calculation of an isolated molecule of C5H9NO in a non-equilibrium geometry, from the Open Molecules 2025 dataset.

The geometry in XYZ format:
```
16
Properties=species:S:1:pos:R:3:nbo_charge:R:1
O 1.05 -0.98 -1.98 -0.52
C 0.88 -1.38 -0.88 0.42
C -0.16 -0.82 0.19 -0.14
C -0.53 0.52 -0.49 -0.48
C 0.44 1.64 -0.03 -0.16
C 0.46 2.10 1.24 -0.40
N -1.13 -1.87 0.40 -0.84
H 1.46 -2.22 -0.68 0.10
H 0.37 -0.57 1.10 0.21
H -1.52 0.75 -0.14 0.22
H -0.67 0.70 -1.66 0.24
H 1.03 2.08 -0.77 0.20
H 1.18 2.82 1.52 0.20
H -0.36 1.85 1.99 0.20
H -1.73 -1.85 -0.46 0.37
H -0.79 -2.77 0.67 0.38
```

The HOMO energy is -8.9 eV. Its charge is 0. The calculation puts the energy above the lowest of the compared OMol25 structures with the same formula, charge and spin at 302.0 kJ/mol. The value obtained for the calculated total energy is -325.82254 Eh. The max |F| comes out at 3.71 eV/Å. The calculation puts the HOMO-LUMO gap at 0.3647 Eh. Its spin multiplicity is 1.

***

[2]
The following is a quantum chemistry calculation of a cluster of 6 separate species, C3H22N2O5 in total in a non-equilibrium geometry, from the Open Molecules 2025 dataset.

The geometry in XYZ format:
```
32
Properties=species:S:1:pos:R:3:nbo_charge:R:1
C -1.22 0.31 0.92 -0.32
C -0.95 1.35 -0.21 -0.49
C -1.84 1.02 -1.37 -0.23
N -1.32 -0.30 -2.03 -0.78
N 0.02 -0.31 1.44 -0.82
H -1.82 -0.56 0.41 0.22
H -2.04 0.45 1.61 0.25
H 0.08 1.44 -0.54 0.25
H -1.05 2.41 0.01 0.25
H -2.92 0.86 -1.28 0.23
H -1.71 1.86 -2.13 0.24
H -0.29 -0.21 -2.10 0.45
H -1.52 -1.10 -1.39 0.45
H -1.60 -0.52 -2.98 0.43
H 0.12 -0.21 2.44 0.44
H 0.91 0.13 1.11 0.44
H 0.07 -1.30 1.16 0.44
H 1.80 0.33 -1.18 0.45
H 2.34 0.83 -2.56 0.49
O 1.67 0.27 -2.14 -1.06
H -0.02 -3.35 -0.96 0.48
H 0.77 -2.12 -1.74 0.46
O -0.01 -2.40 -1.17 -1.13
H 1.30 2.05 3.12 0.50
H 2.64 1.38 2.38 0.51
O 1.71 1.35 2.61 -1.03
H 3.93 0.99 0.25 0.49
H 2.97 2.25 0.01 0.48
O 3.02 1.31 0.22 -1.05
H -1.85 -2.24 2.65 0.48
H -1.60 -3.45 1.68 0.49
O -1.53 -2.49 1.77 -1.01
```

The HOMO energy (spin up / spin down) is -5.7 / -14.8 eV. Its charge is +1. The value obtained for the calculated total energy is -612.83148 Eh. The max |F| comes out at 3.36 eV/Å. The calculation puts the HOMO-LUMO gap (spin up / spin down) at 0.1173 / 0.4421 Eh. Its spin multiplicity is 2.

***

[3]
The following is a quantum chemistry calculation of a cluster of 2 separate species, C10H19Br2ClNOS in total in a non-equilibrium geometry, from the Open Molecules 2025 dataset.

The geometry in XYZ format:
```
35
Properties=species:S:1:pos:R:3:nbo_charge:R:1
C -1.12 0.49 -2.64 -0.41
C -1.89 -0.64 -2.24 -0.21
C -1.47 -2.13 -2.57 -0.61
S 0.00 -2.29 -3.69 0.85
Cl -0.55 -3.64 -5.17 0.02
C 1.40 -3.15 -2.82 -0.39
Br 1.96 -4.99 -3.32 0.18
C 2.12 -2.52 -1.78 -0.02
C 1.75 -1.03 -1.32 -0.69
Br 3.57 -3.40 -0.80 0.19
H -0.69 1.12 -1.78 0.24
H -0.88 0.77 -3.70 0.23
H -2.82 -0.48 -1.62 0.27
H -1.27 -2.73 -1.62 0.29
H -2.35 -2.63 -3.10 0.29
H 0.61 -1.01 -1.30 0.22
H 2.07 -0.83 -0.25 0.27
H 2.17 -0.26 -2.05 0.27
C -0.49 0.69 3.68 -0.62
C -0.38 0.65 2.16 -0.08
C 0.67 1.63 1.59 -0.07
O 0.26 2.99 1.57 -0.55
C 0.41 3.67 2.81 -0.25
N -1.71 0.89 1.58 -0.82
H -1.03 1.56 4.04 0.21
H -1.03 -0.19 4.04 0.23
H 0.51 0.68 4.14 0.21
H -0.06 -0.36 1.88 0.18
H 0.84 1.36 0.54 0.16
H 1.64 1.52 2.10 0.17
H 1.29 3.33 3.36 0.17
H -0.49 3.55 3.42 0.17
H 0.52 4.73 2.59 0.20
H -1.65 0.77 0.57 0.33
H -1.92 1.88 1.70 0.36
```

The HOMO energy is -11.6 eV. Its charge is +1. The calculation puts the energy above the lowest of the compared OMol25 structures with the same formula, charge and spin at 252.0 kJ/mol. The value obtained for the calculated total energy is -6528.33545 Eh. The max |F| comes out at 3.12 eV/Å. The calculation puts the HOMO-LUMO gap at 0.2146 Eh. Its spin multiplicity is 1.

***

[4]
The following is a quantum chemistry calculation of a cluster of 3 separate species, C24H56N6O5P3 in total in a non-equilibrium geometry, from the Open Molecules 2025 dataset.

The geometry in XYZ format:
```
94
Properties=species:S:1:pos:R:3:mulliken_charge:R:1
C 3.57 -0.82 -1.49 -1.35
C 2.82 -1.22 -2.77 0.39
C 1.36 -0.76 -2.72 -0.72
C 0.61 -1.38 -1.52 0.49
C 0.34 -2.91 -1.60 -0.79
O -1.03 -3.18 -1.32 -0.50
P -1.93 -1.90 -2.11 0.27
O -0.68 -0.77 -1.63 -0.58
O 3.49 -0.89 -4.00 -0.47
C 4.24 0.29 -4.02 -1.12
C 3.47 1.57 -3.75 0.88
C 3.93 2.43 -2.76 -0.42
C 3.31 3.64 -2.47 -0.67
C 2.20 4.00 -3.22 -0.42
C 1.73 3.14 -4.21 -0.54
C 2.35 1.94 -4.49 -0.16
H 3.25 0.19 -1.21 0.27
H 3.21 -1.45 -0.68 0.47
H 4.65 -0.87 -1.57 0.36
H 2.75 -2.31 -2.76 0.35
H 0.86 -1.11 -3.62 0.21
H 1.28 0.32 -2.57 0.02
H 1.01 -1.07 -0.55 0.27
H 0.84 -3.34 -0.72 0.27
H 0.59 -3.42 -2.54 0.42
H -3.06 -2.79 -2.38 0.00
H -1.22 -2.34 -3.32 -0.01
H -2.55 -0.90 -2.96 -0.05
H -2.66 -1.48 -0.92 -0.48
H 5.15 0.25 -3.41 0.38
H 4.60 0.39 -5.05 0.44
H 4.81 2.15 -2.20 0.32
H 3.72 4.28 -1.70 0.40
H 1.72 4.95 -3.02 0.37
H 0.86 3.47 -4.77 0.36
H 1.98 1.28 -5.26 0.34
O 5.34 0.68 1.77 -0.93
P 5.27 -0.19 3.00 0.77
N 4.77 1.00 4.15 0.25
C 5.62 2.10 4.56 -1.05
C 3.40 1.44 3.93 -1.14
N 6.93 -0.63 3.06 0.26
C 7.85 -0.34 4.13 -1.06
C 7.65 -0.60 1.78 -0.87
N 4.92 -1.51 4.16 0.07
C 3.99 -2.51 3.59 -1.05
C 4.60 -1.31 5.56 -0.95
H 5.18 2.59 5.43 0.40
H 5.77 2.85 3.77 0.27
H 6.60 1.75 4.89 0.29
H 2.71 0.60 4.02 0.28
H 3.26 1.87 2.93 0.30
H 3.10 2.18 4.67 0.36
H 8.23 0.69 4.08 0.38
H 8.71 -1.01 4.09 0.37
H 7.40 -0.50 5.12 0.21
H 7.96 0.41 1.51 0.28
H 7.02 -0.99 0.98 0.21
H 8.53 -1.24 1.84 0.35
H 2.97 -2.13 3.53 0.34
H 3.99 -3.42 4.19 0.37
H 4.31 -2.78 2.58 0.33
H 3.60 -0.91 5.73 0.30
H 5.31 -0.65 6.05 0.27
H 4.68 -2.28 6.06 0.40
O -6.03 -0.46 -1.96 -0.77
P -7.22 0.17 -1.29 0.59
N -6.53 0.59 0.24 0.23
C -6.12 -0.41 1.21 -0.96
C -5.53 1.65 0.12 -1.17
N -8.26 -1.20 -1.27 0.24
C -8.82 -1.81 -0.09 -1.07
C -7.98 -2.22 -2.28 -1.02
N -8.63 1.23 -1.01 0.09
C -8.83 2.19 -2.10 -1.02
C -8.93 1.88 0.26 -0.94
H -5.91 0.08 2.16 0.40
H -5.23 -0.98 0.90 0.19
H -6.93 -1.11 1.42 0.29
H -6.00 2.56 -0.28 0.27
H -4.71 1.37 -0.55 0.33
H -5.11 1.90 1.09 0.38
H -8.11 -2.48 0.41 0.39
H -9.70 -2.41 -0.37 0.37
H -9.19 -1.07 0.62 0.22
H -7.16 -2.88 -1.98 0.32
H -7.72 -1.77 -3.23 0.31
H -8.87 -2.83 -2.44 0.35
H -8.08 2.99 -2.09 0.32
H -9.83 2.64 -2.05 0.35
H -8.76 1.68 -3.07 0.32
H -8.26 2.73 0.47 0.29
H -8.88 1.19 1.09 0.25
H -9.95 2.26 0.21 0.40
```

The HOMO energy is -3.5 eV. Its charge is -1. The calculation puts the energy above the lowest of the compared OMol25 structures with the same formula, charge and spin at 144.9 kJ/mol. The value obtained for the calculated total energy is -2676.67799 Eh. The max |F| comes out at 6.02 eV/Å. The calculation puts the HOMO-LUMO gap at 0.1895 Eh. Its spin multiplicity is 1.

***

[5]
The following is a quantum chemistry calculation of an isolated molecule of C3H6O2, from the Open Molecules 2025 dataset.

The geometry in XYZ format:
```
11
Properties=species:S:1:pos:R:3:nbo_charge:R:1
C -1.60 0.65 0.40 -0.24
O -0.62 0.19 -0.51 -0.53
C 0.48 -0.46 0.08 -0.17
C 1.66 -0.40 -0.86 0.43
O 2.80 -0.28 -0.48 -0.51
H -2.25 -0.15 0.76 0.17
H -1.14 1.15 1.26 0.17
H -2.21 1.38 -0.14 0.20
H 0.31 -1.54 0.23 0.19
H 0.75 -0.01 1.05 0.19
H 1.40 -0.56 -1.92 0.11
```

The HOMO energy is -9.8 eV. Its charge is 0. The calculation puts the energy above the lowest of the compared OMol25 structures with the same formula, charge and spin at 163.1 kJ/mol. The value obtained for the calculated total energy is -268.34311 Eh. The max |F| comes out at 0.54 eV/Å. The calculation puts the HOMO-LUMO gap at 0.3962 Eh. Its spin multiplicity is 1.

***

Q: Which of these has the highest spin multiplicity?
A: C3H22N2O5